A structure of composition C6H14O, computed with wB97M-V/def2-TZVPD.

Last column: Mulliken charge in e.
CARTESIAN COORDINATES (ANGSTROEM)
C -3.00341 0.62864 -0.01428  -1.23
C -1.78020 -0.15345 0.45916  -0.27
C -0.77342 -0.41867 -0.66235  -0.47
C 0.42799 -1.23378 -0.21951  -0.59
C 1.70496 -1.01962 -0.78339  -0.58
O 2.39270 -0.21885 0.75200  -0.53
C 2.54864 1.18116 0.68332  -0.57
H -3.71161 0.80374 0.80257  0.36
H -3.53475 0.08714 -0.80623  0.31
H -2.71419 1.60562 -0.42029  0.32
H -1.27606 0.39122 1.26895  0.28
H -2.10081 -1.11165 0.89067  0.30
H -1.30140 -0.92041 -1.48916  0.33
H -0.43198 0.54619 -1.06767  0.26
H 0.21894 -2.25283 0.10823  0.42
H 1.22708 -0.58804 0.81031  0.46
H 2.44645 -1.81201 -0.82938  0.20
H 1.87109 -0.20290 -1.48661  0.29
H 3.46985 1.42700 0.14152  0.26
H 2.62270 1.60021 1.69377  0.25
H 1.69741 1.66127 0.16839  0.23

Relative energy (zero: lowest compared OMol25 entry of this formula, charge and spin), kJ/mol: 365.5
F_max, eV/Å: 0.5
Charge: 0
Kohn-Sham gap, eV: 9.1